The following is a DFT calculation (ωB97M-V/def2-TZVPD) of 6 unconnected molecules or ions with the total composition C32H62INO11 at a distorted geometry.

Each line ends with the Löwdin charge.
Positions of all 107 atoms, in Å:
C  -3.47870  0.75457  -2.60012  -0.071
C  -2.11378  0.29075  -3.13711  -0.380
C  -2.13927  -1.23121  -3.26350  -0.084
C  -0.89165  0.87340  -2.37435  -0.136
C  -0.05037  -0.07531  -1.51749  -0.132
C  -0.60613  -0.41370  -0.10033  -0.385
C  -0.69267  -1.88852  0.26021  -0.202
C  0.60568  -2.67121  0.02369  -0.714
C  0.72793  -3.73902  1.10155  -0.201
I  0.58650  -3.77695  -1.84565  0.880
C  0.23833  0.40187  0.88807  -0.102
N  -0.62505  0.62618  2.06664  0.093
C  -1.93734  0.45265  1.79676  -0.524
O  -2.85854  0.54223  2.53544  0.086
C  -2.00027  0.13416  0.29708  -0.028
H  -3.82911  -0.01152  -1.91426  0.062
H  -4.22076  0.85381  -3.38032  0.079
H  -3.38765  1.65279  -2.00490  0.047
H  -2.05363  0.67697  -4.14888  0.122
H  -1.21906  -1.61757  -3.68161  0.055
H  -2.90610  -1.48775  -3.98240  0.071
H  -2.36861  -1.67364  -2.29996  0.064
H  -1.18814  1.73846  -1.79394  0.089
H  -0.21995  1.25166  -3.13677  0.114
H  0.87800  0.45589  -1.31795  0.083
H  0.25203  -0.96092  -2.05355  0.039
H  -1.51413  -2.36640  -0.25610  0.099
H  -0.88666  -1.94190  1.32857  0.124
H  1.47490  -2.03463  0.05985  0.065
H  -0.15262  -4.36967  1.07337  0.068
H  0.78414  -3.29756  2.09372  0.081
H  1.58226  -4.38580  0.93853  0.053
H  0.45636  1.40499  0.55202  0.116
H  1.12266  -0.08227  1.29924  0.130
H  -0.27298  0.32270  2.96452  0.117
H  -2.30896  1.07247  -0.15479  0.110
H  -2.73017  -0.62136  0.03617  0.119
O  3.07863  1.22801  -2.01526  0.092
C  3.90512  0.36759  -1.87331  -0.526
O  3.97321  -0.27611  -0.68914  -0.016
C  4.80977  -1.41310  -0.45286  -0.234
C  6.22618  -1.00539  -0.10340  -0.056
C  4.91162  0.05174  -2.95375  0.024
H  4.76894  -2.10431  -1.29603  0.116
H  4.35967  -1.93075  0.39372  0.120
H  6.70336  -0.46534  -0.92119  0.072
H  6.83064  -1.88303  0.12691  0.084
H  6.22578  -0.34187  0.76185  0.078
H  5.71401  0.78752  -2.91010  0.101
H  4.41093  0.12872  -3.91600  0.094
H  5.33657  -0.94724  -2.89273  0.071
O  7.26061  5.54259  0.34899  0.104
C  6.22219  5.10414  0.76283  -0.529
O  6.07023  3.76990  0.87283  -0.001
C  4.94016  3.14835  1.49384  -0.227
C  3.77355  3.01430  0.53814  -0.049
C  5.05832  6.01276  1.09026  0.009
H  4.67097  3.66853  2.41522  0.113
H  5.28398  2.15734  1.78866  0.115
H  3.41257  3.98821  0.20469  0.075
H  2.94626  2.48568  1.01312  0.081
H  4.07129  2.46800  -0.34823  0.053
H  4.54489  6.27021  0.16507  0.096
H  5.45292  6.91995  1.54210  0.090
H  4.34289  5.59014  1.79165  0.066
O  -3.41862  -3.90330  -5.06633  0.108
C  -3.15232  -5.06141  -4.90274  -0.516
O  -4.15260  -5.93998  -4.67921  -0.001
C  -3.96342  -7.35442  -4.62187  -0.240
C  -3.50757  -7.80650  -3.24935  -0.065
C  -1.71980  -5.54525  -4.86712  0.008
H  -3.29192  -7.68796  -5.41496  0.113
H  -4.93959  -7.78447  -4.84154  0.122
H  -2.54006  -7.37881  -2.98526  0.067
H  -3.42382  -8.89325  -3.21239  0.081
H  -4.22000  -7.48223  -2.49072  0.084
H  -1.30601  -5.34898  -3.87840  0.036
H  -1.15205  -4.98638  -5.60766  0.094
H  -1.59640  -6.60015  -5.10155  0.068
O  -2.67863  4.14447  -2.91834  0.105
C  -2.63918  4.64299  -1.82809  -0.531
O  -1.45053  4.73432  -1.19437  -0.007
C  -1.26234  5.42002  0.04410  -0.235
C  -1.61517  4.54275  1.22941  -0.055
C  -3.89795  5.08363  -1.11542  0.015
H  -1.80380  6.36775  0.04906  0.113
H  -0.20237  5.66883  0.07734  0.120
H  -2.66676  4.25497  1.21963  0.072
H  -1.41153  5.06355  2.16569  0.083
H  -1.03102  3.62151  1.20586  0.069
H  -4.37211  4.20946  -0.67031  0.096
H  -4.57098  5.51589  -1.85210  0.091
H  -3.73886  5.83588  -0.34629  0.068
O  0.43673  -0.19723  5.24209  0.085
C  -0.43154  -0.26985  6.07348  -0.525
O  -1.42157  -1.15691  5.89600  0.003
C  -2.43249  -1.43181  6.86988  -0.232
C  -3.56785  -0.43230  6.79352  -0.059
C  -0.46936  0.66924  7.25576  0.015
H  -1.99933  -1.49982  7.86935  0.113
H  -2.80430  -2.42540  6.62524  0.123
H  -3.22847  0.58029  7.01238  0.069
H  -4.35336  -0.69205  7.50393  0.082
H  -3.99003  -0.41875  5.78870  0.086
H  -0.89551  1.61811  6.93331  0.099
H  0.55169  0.83410  7.59231  0.091
H  -1.03094  0.29429  8.10768  0.069

Values from the calculation:
SMILES string: CC(C)CC[C@@]1(C[C@@H](C)I)CNC(=O)C1.CCOC(C)=O.CCOC(C)=O.CCOC(C)=O.CCOC(C)=O.CCOC(C)=O
Gap between HOMO and LUMO, eV: 9.5
Highest occupied orbital energy, eV: -9.18

---

The following is a DFT calculation (ωB97M-V/def2-TZVPD) of 7 unconnected molecules or ions with the total composition C32H62O21S6 at a distorted geometry.

Each line ends with the Löwdin charge.
Positions of all 121 atoms, in Å:
C  1.48255  -3.73942  0.65701  -0.120
C  1.99016  -4.13067  -0.82544  -0.210
C  0.90708  -3.87089  -1.98903  -0.214
O  0.99205  -2.57128  -2.62337  -0.191
C  0.74869  -1.48678  -1.70608  -0.172
C  -0.66432  -1.54731  -0.93997  -0.093
C  -0.85199  -1.27640  0.61598  0.004
C  -2.25064  -1.38980  1.31946  0.022
C  -3.46674  -1.79966  0.43209  -0.044
C  -3.32680  -2.05085  -1.11138  -0.035
C  -1.93464  -1.92443  -1.77200  0.055
C  -4.67094  -2.42775  -1.90113  -0.269
O  -4.86167  -2.05152  -3.09639  0.029
C  -5.78435  -3.26736  -1.08514  0.023
C  -5.88572  -3.01727  0.31973  0.014
C  -4.92811  -1.97754  1.08377  -0.261
O  -5.27573  -1.34961  2.12601  0.009
H  2.09879  -4.32362  1.42351  0.077
H  1.74398  -2.62436  0.82599  0.059
H  0.36490  -3.92567  0.77735  0.075
H  3.03009  -3.69504  -1.07629  0.105
H  2.15397  -5.27857  -0.80379  0.110
H  1.14764  -4.64316  -2.81855  0.123
H  -0.16348  -4.14795  -1.64087  0.126
H  0.74370  -0.50712  -2.32223  0.137
H  1.56943  -1.34451  -0.91561  0.118
H  0.06120  -0.98699  1.23216  0.095
H  -2.34178  -1.20254  2.45004  0.112
H  -1.83937  -2.13679  -2.88794  0.110
H  -6.42918  -4.02442  -1.64501  0.122
H  -6.68450  -3.61009  0.88552  0.118
O  -7.85874  3.59186  1.95331  -0.291
S  -7.66921  2.38227  1.19426  0.604
O  -7.06238  2.39212  -0.11114  -0.282
O  -9.07905  1.59110  1.10562  -0.266
C  -10.22040  2.28858  0.61051  -0.273
C  -10.18689  2.41296  -0.90136  -0.078
C  -6.81607  1.20282  2.20165  -0.125
H  -10.31141  3.26931  1.08654  0.115
H  -11.09790  1.70601  0.90219  0.121
H  -9.37364  3.06693  -1.22385  0.071
H  -11.12453  2.83092  -1.27486  0.079
H  -10.02108  1.43795  -1.36622  0.085
H  -7.30084  1.15463  3.17569  0.080
H  -5.78487  1.53945  2.31163  0.081
H  -6.83910  0.23401  1.70683  0.048
O  3.55669  0.36955  0.84673  -0.284
S  3.62034  1.77617  1.14685  0.613
O  2.51525  2.65982  0.87400  -0.298
O  4.96056  2.40002  0.49081  -0.261
C  5.18838  2.20694  -0.90515  -0.267
C  4.33477  3.13864  -1.74500  -0.074
C  4.09446  1.97292  2.84165  -0.106
H  5.02464  1.16169  -1.18320  0.117
H  6.24327  2.42726  -1.08648  0.123
H  3.27559  2.88569  -1.65911  0.070
H  4.61325  3.07165  -2.79900  0.082
H  4.44804  4.17318  -1.41142  0.085
H  4.95977  1.34269  3.04131  0.078
H  3.25278  1.66365  3.46305  0.073
H  4.32535  3.02201  3.02355  0.079
O  -1.38044  6.29756  3.92399  -0.288
S  -2.26096  5.24543  3.48628  0.598
O  -2.44334  4.03870  4.25056  -0.291
O  -1.88581  4.84328  1.96668  -0.262
C  -0.53397  4.48458  1.67621  -0.255
C  -0.22183  3.07453  2.13978  -0.065
C  -3.85392  5.94099  3.14711  -0.117
H  0.16143  5.20807  2.11181  0.118
H  -0.41769  4.53915  0.59101  0.126
H  -0.23940  3.00705  3.23074  0.059
H  0.76930  2.76410  1.79850  0.036
H  -0.96632  2.36933  1.76024  0.086
H  -3.72709  6.82764  2.52773  0.075
H  -4.31098  6.21014  4.09974  0.077
H  -4.46406  5.19445  2.63960  0.073
O  1.16457  0.06322  -4.94494  -0.285
S  1.00196  -0.75652  -6.11753  0.604
O  2.09496  -1.50423  -6.68164  -0.282
O  0.31918  0.12875  -7.28755  -0.264
C  0.93469  1.36237  -7.65456  -0.270
C  2.15651  1.13973  -8.52623  -0.077
C  -0.35592  -1.86175  -5.85460  -0.117
H  1.18385  1.95005  -6.76620  0.115
H  0.19132  1.93077  -8.21895  0.123
H  2.95725  0.65426  -7.96382  0.070
H  2.53844  2.09046  -8.90501  0.080
H  1.91567  0.49026  -9.37144  0.085
H  -1.20408  -1.29443  -5.47320  0.075
H  -0.04221  -2.60744  -5.12277  0.062
H  -0.60351  -2.34686  -6.79822  0.076
O  5.12661  -4.61040  -1.76063  -0.289
S  5.68534  -5.58104  -2.66494  0.605
O  6.42310  -6.72316  -2.19340  -0.279
O  6.57072  -4.81329  -3.78004  -0.263
C  7.60052  -3.92875  -3.34067  -0.269
C  8.82962  -4.68825  -2.87742  -0.077
C  4.40723  -6.14863  -3.75132  -0.118
H  7.22929  -3.26098  -2.55777  0.116
H  7.86732  -3.30445  -4.19697  0.123
H  8.62221  -5.25283  -1.96563  0.071
H  9.65208  -4.00037  -2.66875  0.080
H  9.14952  -5.40645  -3.63640  0.085
H  3.87468  -5.28626  -4.15061  0.074
H  3.72839  -6.77406  -3.17069  0.075
H  4.85890  -6.73342  -4.55184  0.075
O  3.38988  1.67715  8.23725  -0.282
S  2.29407  0.88455  7.74450  0.601
O  2.22301  0.45604  6.37142  -0.292
O  0.90245  1.60949  8.13588  -0.264
C  0.71369  2.97136  7.75063  -0.263
C  0.37265  3.09131  6.27808  -0.078
C  2.10311  -0.53501  8.78584  -0.123
H  1.59290  3.57097  8.00386  0.116
H  -0.11983  3.35566  8.34359  0.125
H  1.22145  2.80120  5.65404  0.064
H  0.10438  4.11950  6.02537  0.081
H  -0.45936  2.43244  6.01810  0.088
H  2.10714  -0.21262  9.82600  0.074
H  2.94295  -1.20405  8.59637  0.076
H  1.16705  -1.03280  8.53510  0.075

Values from the calculation:
SMILES string: CCCOCc1ccc2c(c1)C(=O)C=CC2=O.CCOS(C)(=O)=O.CCOS(C)(=O)=O.CCOS(C)(=O)=O.CCOS(C)(=O)=O.CCOS(C)(=O)=O.CCOS(C)(=O)=O
Gap between HOMO and LUMO, eV: 7.7
Highest occupied orbital energy, eV: -9.08